# CH2FNO2

2 unconnected molecules or ions with the total composition CH2FNO2 (the ωB97M-V functional and the def2-TZVPD basis, the Open Molecules 2025 dataset).

E_tot (eV): -9366.142
Charge: 0
LUMO energy (spin up / spin down) (eV): -2.3 / -2.4
Energy above the lowest of the compared OMol25 structures with the same formula, charge and spin (kJ/mol): 391.37

XYZ file:
```
7
CH2FNO2 the ωB97M-V functional and the def2-TZVPD basis
C 1.568 -0.542 0.093
N 0.866 0.628 0.590
O 2.539 -0.508 -0.562
O -0.665 0.562 -0.673
F 1.604 1.653 0.067
H 1.061 -1.478 0.465
H -1.149 1.109 -0.107
```

natural (NBO) population analysis, charges in e, atoms 1 to 4: C 0.476; N 0.168; O -0.447; O -0.596

=====

# CH2FNOS

A molecular structure, CH2FNOS (the ωB97M-V functional and the def2-TZVPD basis, the Open Molecules 2025 dataset).

E_tot (eV): -18158.603
Charge: 0
LUMO energy (eV): -0.1
Energy above the lowest of the compared OMol25 structures with the same formula, charge and spin (kJ/mol): 88.98

XYZ file:
```
7
CH2FNOS the ωB97M-V functional and the def2-TZVPD basis
C -1.595 0.305 0.052
N -0.379 0.391 0.500
O -2.164 0.418 -0.943
F -2.538 0.146 1.545
S 1.016 0.419 -0.533
H -0.124 0.190 1.454
H 1.125 1.741 -0.742
```

natural (NBO) population analysis, charges in e, atoms 1 to 4: C 0.997; N -0.773; O -0.461; F -0.551

=====

# CH2FO4S

A molecular structure, CH2FO4S (the ωB97M-V functional and the def2-TZVPD basis, the Open Molecules 2025 dataset).

E_tot (eV): -22813.549
Charge: -1
LUMO energy (eV): 4.0
Energy above the lowest of the compared OMol25 structures with the same formula, charge and spin (kJ/mol): 62.49

XYZ file:
```
9
CH2FO4S the ωB97M-V functional and the def2-TZVPD basis
C 1.018 1.022 -0.873
O 2.149 -0.356 1.182
O 2.810 -0.551 -1.121
O 0.623 -1.584 -0.295
O 1.204 2.173 -0.687
F -1.599 -0.915 -0.422
S 1.652 -0.497 -0.168
H 0.466 0.750 -1.875
H -0.545 -1.167 -0.283
```

natural (NBO) population analysis, charges in e, atoms 1 to 4: C 0.175; O -0.968; O -0.970; O -0.948

=====

# CH2FOPS

2 unconnected molecules or ions with the total composition CH2FOPS (the ωB97M-V functional and the def2-TZVPD basis, the Open Molecules 2025 dataset).

E_tot (eV): -25952.672
Charge: 0
LUMO energy (spin up / spin down) (eV): -3.8 / -3.9
Energy above the lowest of the compared OMol25 structures with the same formula, charge and spin (kJ/mol): 563.27

XYZ file:
```
7
CH2FOPS the ωB97M-V functional and the def2-TZVPD basis
C -0.755 -0.472 -1.095
O -0.632 0.019 1.526
F 2.735 0.726 0.823
P -0.596 -1.091 0.515
S 1.598 1.819 1.167
H -0.870 -1.362 -1.722
H -1.480 0.362 -1.214
```

natural (NBO) population analysis, charges in e, atoms 1 to 4: C -0.867; O -0.904; F -0.456; P 1.222

=====

# CH2FOPS

A single CH2FOPS molecule (the ωB97M-V functional and the def2-TZVPD basis, the Open Molecules 2025 dataset).

E_tot (eV): -25952.725
Charge: 0
LUMO energy (spin up / spin down) (eV): -2.6 / -2.3
Energy above the lowest of the compared OMol25 structures with the same formula, charge and spin (kJ/mol): 558.11

XYZ file:
```
7
CH2FOPS the ωB97M-V functional and the def2-TZVPD basis
C -1.083 -0.245 -0.028
O 0.776 0.804 1.309
F 0.920 1.118 -1.167
P 1.972 -1.646 -0.068
S 0.618 -0.022 0.113
H -1.554 0.425 0.691
H -1.648 -0.435 -0.852
```

natural (NBO) population analysis, charges in e, atoms 1 to 4: C -0.525; O -0.877; F -0.536; P -0.007

=====

# CH2I2

A molecular structure, CH2I2 (the ωB97M-V functional and the def2-TZVPD basis, the Open Molecules 2025 dataset).

E_tot (eV): -17269.945
Charge: 0
LUMO energy (eV): -0.3
Energy above the lowest of the compared OMol25 structures with the same formula, charge and spin (kJ/mol): 34.89

XYZ file:
```
5
CH2I2 the ωB97M-V functional and the def2-TZVPD basis
C -0.043 0.165 -0.005
I -0.651 -1.449 1.317
I 1.745 -0.192 -1.116
H -0.029 1.143 0.368
H -1.022 0.333 -0.565
```

natural (NBO) population analysis, charges in e, atoms 1 to 4: C -0.744; I 0.130; I 0.162; H 0.213

=====

# CH2I3P

A molecular structure, CH2I3P (the ωB97M-V functional and the def2-TZVPD basis, the Open Molecules 2025 dataset).

E_tot (eV): -34656.169
Charge: 0
LUMO energy (spin up / spin down) (eV): -1.3 / -1.6
Energy above the lowest of the compared OMol25 structures with the same formula, charge and spin (kJ/mol): 272.10

XYZ file:
```
7
CH2I3P the ωB97M-V functional and the def2-TZVPD basis
C 0.292 0.985 -0.885
P -1.000 -0.843 1.575
I 1.979 -0.358 -0.990
I -0.976 0.874 -2.539
I 0.699 2.884 -0.108
H 0.025 -1.555 2.352
H -1.018 -1.987 0.595
```

natural (NBO) population analysis, charges in e, atoms 1 to 4: C -0.799; P 0.107; I 0.219; I 0.273

=====

# CH2INO3P

A molecular structure, CH2INO3P (the ωB97M-V functional and the def2-TZVPD basis, the Open Molecules 2025 dataset).

E_tot (eV): -26092.062
Charge: -1
LUMO energy (spin up / spin down) (eV): 2.9 / 2.9
Energy above the lowest of the compared OMol25 structures with the same formula, charge and spin (kJ/mol): 200.67

XYZ file:
```
9
CH2INO3P the ωB97M-V functional and the def2-TZVPD basis
C 0.639 -0.327 0.326
N 1.286 1.987 -0.260
O 2.507 1.111 1.999
O 0.400 2.808 -0.499
O 0.024 1.865 1.935
P 1.200 1.268 1.284
I 0.121 -1.638 1.819
H 1.542 -0.445 -0.277
H -0.250 -0.307 -0.316
```

natural (NBO) population analysis, charges in e, atoms 1 to 4: C -0.967; N -0.241; O -1.119; O -0.270

=====

# CH2IOP

A molecular structure, CH2IOP (the ωB97M-V functional and the def2-TZVPD basis, the Open Molecules 2025 dataset).

E_tot (eV): -20505.632
Charge: 0
LUMO energy (eV): -1.1
Energy above the lowest of the compared OMol25 structures with the same formula, charge and spin (kJ/mol): 12.24

XYZ file:
```
6
CH2IOP the ωB97M-V functional and the def2-TZVPD basis
C 0.104 0.234 -0.412
O -1.370 -0.078 1.653
P 0.080 0.027 1.497
I 1.569 -1.294 -1.138
H 0.511 1.186 -0.920
H -0.895 -0.075 -0.679
```

natural (NBO) population analysis, charges in e, atoms 1 to 4: C -0.904; O -0.975; P 1.334; I 0.044

=====

# CH2IOP

A molecular structure, CH2IOP (the ωB97M-V functional and the def2-TZVPD basis, the Open Molecules 2025 dataset).

E_tot (eV): -20502.775
Charge: 0
LUMO energy (spin up / spin down) (eV): -1.1 / -1.4
Energy above the lowest of the compared OMol25 structures with the same formula, charge and spin (kJ/mol): 287.90

XYZ file:
```
6
CH2IOP the ωB97M-V functional and the def2-TZVPD basis
C 0.009 1.399 1.283
O 0.573 -1.953 -2.612
P -0.562 -2.677 -1.944
I -0.007 -0.663 0.599
H 0.777 2.024 0.845
H -0.790 1.870 1.829
```

natural (NBO) population analysis, charges in e, atoms 1 to 4: C -0.476; O -0.928; P 0.926; I 0.116

=====

- Which formula does entry 10 have?
  CH2IOP

=====

- The lowest E_tot belongs to which entry?
  CH2I3P